The following is a quantum chemistry calculation of an isolated molecule of C3H9O2P at a distorted geometry, from OMol25.

Last columns: bonded neighbours and bond lengths (Å).
Cartesian coordinates (Å):
1 C -0.3688 1.0078 2.4054  O4 1.368, H7 1.025, H8 1.085, H9 1.098
2 C 1.4263 -1.3642 -0.7119  P6 1.826, H10 1.046, H11 1.145, H12 1.133
3 C -0.9978 0.0338 -1.9830  P6 1.879, H13 1.125, H14 1.091, H15 1.050
4 O -0.5401 1.5565 1.1644  C1 1.368, O5 1.355
5 O 0.3099 1.0390 0.2446  O4 1.355, P6 2.062
6 P -0.2926 -0.8044 -0.4567  C2 1.826, C3 1.879, O5 2.062
7 H -1.2331 1.2698 2.8904  C1 1.025
8 H 0.5619 1.1111 2.9538  C1 1.085
9 H -0.6088 -0.0626 2.3497  C1 1.098
10 H 1.6748 -0.8867 -1.6091  C2 1.046
11 H 1.6692 -2.4825 -0.7596  C2 1.145
12 H 1.8175 -0.9212 0.2548  C2 1.133
13 H -2.0543 0.3460 -1.7528  C3 1.125
14 H -1.0078 -0.6827 -2.8055  C3 1.091
15 H -0.3564 0.8403 -2.1845  C3 1.050

Summary:
Charge = 0
HOMO energy = -8.7 eV
Frontier orbital gap = 0.3451 Ha
LUMO = 0.705 eV
Maximum force = 0.081 Eh/bohr
Multiplicity = 1